The following is a quantum chemistry calculation of C20H50BaNO9 as an isolated structure at a distorted geometry, from the Open Molecules 2025 dataset.

Total charge   +1
HOMO-LUMO gap   0.22604 Ha
M   585.95 g/mol
E_HOMO   -10.52 eV
2S+1   1

Geometry as XYZ:
```
81
Properties=species:S:1:pos:R:3:mulliken_charge:R:1
Ba -2.880 0.530 3.328 1.774
O -0.472 1.477 -0.379 0.012
C -1.177 1.108 0.689 1.255
O -1.618 -0.060 0.839 -1.058
O -1.313 1.956 1.622 -0.996
H -0.401 0.719 -1.020 0.140
C -0.923 -2.546 -3.213 -1.321
C -0.610 -1.813 -1.902 1.412
O -0.009 -0.547 -2.173 -0.646
H -0.069 -2.507 -3.888 0.380
H -1.802 -2.159 -3.729 0.269
H -1.200 -3.573 -2.953 0.384
H -0.018 -2.435 -1.222 -1.017
H -1.550 -1.643 -1.374 0.140
H 0.837 -0.679 -2.615 0.302
C -4.351 4.839 2.298 -0.954
C -3.136 4.412 3.120 -0.087
O -3.419 3.197 3.852 -0.424
H -4.487 4.236 1.399 0.173
H -4.308 5.890 2.017 0.344
H -5.266 4.702 2.883 0.341
H -2.896 5.223 3.810 0.308
H -2.273 4.338 2.460 0.158
H -3.858 3.495 4.658 0.245
C -4.083 0.353 -2.481 -1.068
C -4.134 1.159 -1.190 0.480
O -5.459 1.457 -0.763 -0.586
H -3.076 0.149 -2.843 0.163
H -4.652 0.820 -3.287 0.456
H -4.548 -0.610 -2.253 0.306
H -3.584 2.104 -1.271 0.124
H -3.700 0.546 -0.401 -0.159
H -5.889 1.979 -1.450 0.328
C -0.512 6.184 -1.134 -1.419
C -0.346 4.679 -1.052 0.488
O 0.021 4.388 0.305 -0.638
H 0.387 6.748 -0.892 0.322
H -1.313 6.503 -0.464 0.266
H -0.817 6.519 -2.130 0.389
H 0.441 4.323 -1.724 0.230
H -1.285 4.156 -1.257 -0.006
H -0.198 3.459 0.458 0.161
C 4.472 3.335 -1.461 -1.356
C 3.151 3.067 -0.761 0.273
O 2.597 1.867 -1.310 -0.401
H 4.980 4.196 -1.021 0.386
H 4.370 3.475 -2.537 0.314
H 5.171 2.508 -1.320 0.319
H 2.446 3.889 -0.901 0.023
H 3.362 2.925 0.303 0.284
H 2.023 1.475 -0.645 0.143
C -0.573 -4.730 0.848 -1.861
C 0.916 -4.474 1.019 1.311
C 1.644 -5.251 -0.091 -1.165
C 3.120 -4.923 -0.234 -0.676
C 3.311 -3.414 -0.394 -1.225
C 2.629 -2.622 0.730 1.838
N 1.212 -3.048 0.833 1.098
O 0.537 -2.251 1.803 -0.649
C 3.497 -2.673 1.981 -1.853
C 2.519 -1.164 0.221 -1.915
C 1.338 -5.033 2.399 -1.762
H -1.146 -4.124 1.555 0.373
H -0.865 -5.777 0.850 0.469
H -0.919 -4.353 -0.125 0.226
H 1.528 -6.304 0.184 0.385
H 1.096 -5.160 -1.033 0.320
H 3.534 -5.414 -1.115 0.419
H 3.662 -5.245 0.657 0.314
H 2.911 -3.174 -1.386 0.321
H 4.361 -3.120 -0.378 0.495
H 2.898 -2.364 2.841 0.344
H 3.901 -3.657 2.218 0.308
H 4.340 -2.009 1.796 0.493
H 1.774 -1.148 -0.573 -0.067
H 2.230 -0.498 1.039 0.539
H 3.457 -0.790 -0.191 0.545
H 0.793 -5.949 2.630 0.500
H 1.108 -4.329 3.202 0.273
H 2.402 -5.261 2.442 0.320
H 0.163 -1.554 1.244 0.326
```

---

The following is a quantum chemistry calculation of a 3-piece molecular cluster, C20H50FN8O6P4S overall at a distorted geometry, from the Open Molecules 2025 dataset.

Total charge   -1
HOMO-LUMO gap   0.24997 Ha
M   673.63 g/mol
E_HOMO   -4.82 eV
2S+1   1

Geometry as XYZ:
```
90
Properties=species:S:1:pos:R:3:mulliken_charge:R:1
O -0.936 0.870 3.445 -0.508
N -1.363 0.174 2.576 0.153
O -1.158 0.692 1.361 -0.416
P -1.352 -0.610 0.058 1.470
C 0.513 -0.432 -0.324 -1.272
C 1.408 -1.607 0.088 -0.500
C 1.527 -1.796 1.584 -0.390
F 1.752 -0.581 2.230 -0.309
C -3.222 -0.680 0.472 0.139
C -3.955 0.500 0.428 -0.576
C -5.293 0.414 0.771 -0.524
C -5.886 -0.780 1.133 -0.276
N -5.201 -1.924 1.161 -0.686
C -3.910 -1.825 0.850 -0.083
P -1.586 -2.268 -1.489 0.510
O -0.470 -2.133 -2.681 -0.520
O -2.998 -2.104 -2.289 -0.523
S -1.373 -4.082 -0.775 -0.432
H -1.136 -1.623 1.045 -0.310
H -1.613 0.409 -0.948 -0.408
H 0.638 -0.162 -1.373 0.492
H 0.870 0.430 0.238 0.667
H 2.423 -1.353 -0.244 0.400
H 1.164 -2.549 -0.400 0.265
H 2.389 -2.422 1.824 0.387
H 0.668 -2.314 2.006 0.277
H -3.489 1.442 0.171 0.390
H -5.898 1.316 0.779 0.330
H -6.932 -0.810 1.408 0.356
H -3.336 -2.746 0.899 0.296
H -0.019 -2.985 -2.725 0.312
H -2.826 -1.513 -3.039 0.287
O -3.430 0.640 -4.933 -0.951
P -2.930 1.878 -5.633 0.804
N -4.166 2.991 -5.144 0.283
C -5.479 3.018 -5.753 -1.065
C -4.237 3.148 -3.698 -1.308
N -3.019 1.332 -7.249 0.201
C -3.710 2.005 -8.322 -1.076
C -3.034 -0.112 -7.456 -0.952
N -1.877 3.200 -6.154 0.069
C -0.467 2.942 -5.797 -1.101
C -2.173 4.612 -5.954 -0.940
H -6.027 3.892 -5.395 0.380
H -6.065 2.111 -5.546 0.267
H -5.419 3.144 -6.833 0.298
H -3.256 3.433 -3.300 0.329
H -4.551 2.228 -3.192 0.428
H -4.932 3.946 -3.433 0.358
H -4.779 1.756 -8.336 0.372
H -3.291 1.705 -9.288 0.378
H -3.596 3.088 -8.268 0.246
H -4.031 -0.542 -7.297 0.290
H -2.341 -0.610 -6.783 0.300
H -2.716 -0.344 -8.475 0.344
H -0.290 3.061 -4.724 0.358
H 0.201 3.613 -6.338 0.381
H -0.195 1.919 -6.073 0.333
H -2.204 4.910 -4.901 0.274
H -3.111 4.888 -6.427 0.264
H -1.391 5.199 -6.446 0.422
O 4.309 -2.923 4.342 -0.919
P 4.424 -1.702 5.220 0.856
N 6.118 -1.375 4.980 0.267
C 7.160 -2.143 5.625 -1.107
C 6.441 -1.087 3.594 -1.137
N 4.014 -2.431 6.712 0.222
C 4.818 -2.398 7.909 -1.099
C 3.241 -3.666 6.650 -0.980
N 4.191 -0.117 5.966 0.085
C 2.916 0.499 5.529 -1.154
C 5.217 0.912 6.052 -0.944
H 8.127 -1.664 5.450 0.389
H 7.202 -3.186 5.276 0.265
H 7.041 -2.153 6.708 0.297
H 5.816 -0.266 3.222 0.331
H 6.286 -1.952 2.939 0.300
H 7.480 -0.762 3.501 0.336
H 5.585 -3.184 7.906 0.362
H 4.190 -2.556 8.791 0.387
H 5.300 -1.430 8.053 0.237
H 3.875 -4.538 6.442 0.291
H 2.479 -3.610 5.879 0.286
H 2.728 -3.830 7.601 0.355
H 2.966 0.854 4.496 0.376
H 2.648 1.336 6.175 0.389
H 2.106 -0.232 5.592 0.356
H 5.535 1.300 5.078 0.266
H 6.090 0.554 6.591 0.277
H 4.813 1.748 6.630 0.419
```

---

> Which value of M does entry 2 give?

673.63 g/mol

---

> HOMO-LUMO gap of number 1 (C20H50BaNO9)?

0.22604 Ha